A cluster of 2 separate species, C3H8ClNOSi in total at a distorted geometry, computed with ωB97M-V/def2-TZVPD.

The geometry in XYZ format:
```
15
Properties=species:S:1:pos:R:3:nbo_charge:R:1
C 0.451 0.071 -0.052 0.240
C 1.099 0.296 -1.385 -0.648
C 0.778 1.029 1.038 -0.682
N -0.349 -0.902 -0.035 -0.105
O -1.331 -0.976 1.588 -0.882
Si -0.669 -2.268 2.312 1.417
Cl -1.928 -2.078 3.854 -0.371
H 1.941 1.095 -1.336 0.228
H 1.493 -0.647 -1.772 0.245
H 0.313 0.578 -2.057 0.249
H 1.337 1.949 0.648 0.234
H -0.103 1.109 1.672 0.275
H 1.635 0.527 1.557 0.251
H -0.605 -3.655 1.702 -0.204
H 0.728 -2.022 2.490 -0.248
```

Energy relative to the best compared isomer or geometry (same formula, charge and spin) (kcal/mol): 24.60
Electronic energy (eV): -27177.007
Frontier orbital gap (alpha / beta) (eV): 9.9738 / 9.9732
LUMO (alpha / beta) (hartree): -0.0109 / -0.0110

=====

A cluster of 6 separate species, C19H49NO11 in total at a distorted geometry, computed with ωB97M-V/def2-TZVPD.

The geometry in XYZ format:
```
80
Properties=species:S:1:pos:R:3:lowdin_charge:R:1
C 3.023 -2.789 -5.999 -0.019
C 1.563 -2.589 -5.566 -0.512
C 1.017 -1.204 -5.750 -0.063
C 0.669 -3.390 -6.573 -0.129
C 0.525 -4.908 -6.159 -0.176
C 1.531 -5.379 -5.182 -0.133
C 1.572 -4.431 -3.830 -0.464
C 0.365 -4.930 -2.954 -0.040
C 2.848 -4.774 -3.005 -0.030
N 1.285 -3.045 -4.188 -0.105
O 1.659 -2.097 -3.189 -0.008
H 3.529 -3.753 -6.050 0.078
H 3.066 -2.359 -7.000 0.081
H 3.592 -2.079 -5.399 0.083
H 1.729 -0.586 -5.203 0.082
H 1.106 -0.730 -6.727 0.096
H -0.007 -1.042 -5.414 0.099
H -0.320 -2.931 -6.574 0.097
H 0.832 -3.235 -7.640 0.112
H -0.529 -5.021 -5.905 0.105
H 0.666 -5.311 -7.162 0.102
H 2.535 -5.548 -5.570 0.098
H 1.317 -6.354 -4.745 0.109
H 0.048 -4.088 -2.338 0.077
H 0.665 -5.814 -2.391 0.075
H -0.515 -5.139 -3.562 0.069
H 2.657 -4.177 -2.113 0.076
H 3.647 -4.340 -3.606 0.074
H 2.938 -5.824 -2.726 0.084
H 1.015 -1.415 -3.394 0.082
O -4.442 -1.459 4.262 -0.063
C -5.168 -2.626 4.516 -0.256
C -4.374 -3.812 5.164 -0.221
O -4.302 -3.683 6.587 -0.070
H -3.860 -1.194 4.978 0.082
H -6.063 -2.357 5.078 0.115
H -5.592 -3.039 3.601 0.110
H -3.417 -4.037 4.693 0.120
H -5.067 -4.630 4.965 0.109
H -3.582 -3.080 6.788 0.074
O 2.916 9.082 -6.185 -0.077
C 1.905 10.027 -5.856 -0.229
C 1.088 9.275 -4.816 -0.236
O 1.944 8.636 -3.825 -0.064
H 3.110 9.008 -7.122 0.099
H 2.294 10.920 -5.367 0.115
H 1.375 10.409 -6.728 0.121
H 0.566 8.474 -5.340 0.107
H 0.253 9.842 -4.403 0.116
H 2.623 8.393 -4.459 0.048
O -2.731 0.428 8.991 -0.087
C -3.247 0.945 10.233 -0.209
C -4.791 1.138 10.057 -0.248
O -5.464 -0.094 9.936 -0.059
H -1.950 0.932 8.751 0.079
H -3.136 0.128 10.946 0.110
H -2.670 1.782 10.623 0.116
H -5.012 1.677 9.136 0.108
H -5.210 1.823 10.795 0.113
H -4.892 -0.684 9.441 0.077
O -1.658 3.937 2.632 -0.076
C -1.186 4.476 1.317 -0.211
C -1.819 3.869 0.095 -0.226
O -1.948 2.414 0.234 -0.079
H -2.613 4.017 2.694 0.073
H -1.084 5.553 1.180 0.116
H -0.157 4.117 1.324 0.113
H -1.490 4.172 -0.899 0.125
H -2.843 4.237 0.154 0.104
H -2.254 2.300 1.137 0.060
O 5.754 -0.180 3.780 -0.095
C 4.323 -0.403 3.527 -0.202
C 3.347 -0.505 4.729 -0.250
O 2.987 0.713 5.290 -0.072
H 6.198 0.007 2.950 0.069
H 4.062 0.297 2.733 0.115
H 4.309 -1.406 3.099 0.104
H 3.801 -0.922 5.627 0.131
H 2.449 -0.931 4.281 0.116
H 2.690 1.296 4.588 0.083
```

SMILES string: CC1(C)CCCC(C)(C)N1O.OCCO.OCCO.OCCO.OCCO.OCCO
Energy relative to the best compared isomer or geometry (same formula, charge and spin) (kcal/mol): 95.57
Electronic energy (eV): -44502.324
Frontier orbital gap (eV): 8.1466
LUMO (hartree): 0.0071

=====

A cluster of 8 separate species, C19H62NO25P6 in total at a distorted geometry, computed with ωB97M-V/def2-TZVPD.

The geometry in XYZ format:
```
113
Properties=species:S:1:pos:R:3:lowdin_charge:R:1
N -13.714 -3.588 -14.127 0.273
H -13.981 -4.373 -14.702 0.061
H -12.768 -3.304 -14.336 0.013
H -13.771 -3.886 -13.163 0.047
H -14.299 -2.783 -14.304 0.076
C -11.626 -1.995 -9.984 -0.092
O -12.843 -2.291 -9.276 -0.211
P -14.248 -2.644 -10.072 0.534
O -14.136 -3.220 -11.458 -0.249
O -15.111 -3.506 -9.016 -0.201
C -15.524 -2.979 -7.794 -0.120
O -14.974 -1.202 -10.089 -0.212
C -16.109 -0.958 -10.853 -0.127
H -11.682 -1.836 -11.061 0.066
H -10.903 -2.793 -9.812 0.090
H -11.153 -1.119 -9.541 0.091
H -16.546 -3.303 -7.596 0.100
H -15.590 -1.892 -7.759 0.087
H -14.787 -3.192 -7.019 0.098
H -16.635 -0.042 -10.587 0.092
H -16.949 -1.651 -10.906 0.087
H -15.833 -0.768 -11.890 0.080
C -17.889 1.150 -14.090 -0.115
O -17.035 0.061 -14.276 -0.233
P -15.959 -0.033 -15.487 0.523
O -14.998 -1.162 -15.310 -0.232
O -16.830 -0.178 -16.831 -0.202
C -17.614 -1.277 -17.069 -0.131
O -15.376 1.504 -15.491 -0.197
C -13.997 1.712 -15.698 -0.124
H -18.933 0.887 -14.262 0.086
H -17.709 1.972 -14.784 0.089
H -17.587 1.469 -13.093 0.099
H -17.552 -1.604 -18.107 0.095
H -18.644 -1.010 -16.830 0.094
H -17.302 -2.139 -16.481 0.071
H -13.704 2.328 -16.548 0.092
H -13.347 0.850 -15.850 0.058
H -13.568 2.184 -14.814 0.091
C -11.201 0.196 -13.373 -0.099
O -11.084 -0.058 -14.756 -0.243
P -10.766 -1.536 -15.429 0.548
O -11.462 -2.668 -14.783 -0.213
O -11.281 -1.288 -16.956 -0.212
C -10.705 -0.323 -17.762 -0.131
O -9.146 -1.545 -15.464 -0.206
C -8.467 -2.789 -15.721 -0.076
H -12.191 -0.015 -12.967 0.092
H -10.797 1.192 -13.193 0.099
H -10.462 -0.462 -12.916 0.080
H -10.376 -0.745 -18.711 0.090
H -9.931 0.276 -17.282 0.096
H -11.476 0.424 -17.950 0.093
H -7.719 -2.736 -16.511 0.098
H -9.170 -3.464 -16.211 0.047
H -8.004 -3.229 -14.838 0.100
C -20.046 -1.189 -12.723 -0.139
O -19.138 -2.196 -12.946 -0.240
P -19.373 -3.448 -13.983 0.502
O -19.926 -3.026 -15.294 -0.230
O -17.912 -4.146 -13.984 -0.239
C -17.335 -4.405 -12.717 -0.092
O -20.274 -4.492 -13.134 -0.226
C -21.024 -5.498 -13.739 -0.103
H -20.727 -1.674 -12.024 0.097
H -20.704 -0.881 -13.536 0.092
H -19.518 -0.292 -12.401 0.079
H -17.920 -4.000 -11.892 0.083
H -16.335 -3.986 -12.605 0.073
H -17.228 -5.487 -12.642 0.079
H -20.940 -5.362 -14.817 0.083
H -22.068 -5.569 -13.434 0.094
H -20.498 -6.377 -13.367 0.091
C -10.400 -6.478 -14.843 -0.100
O -10.638 -6.914 -16.193 -0.221
P -11.247 -5.850 -17.317 0.481
O -12.484 -5.157 -16.797 -0.255
O -10.025 -4.918 -17.758 -0.258
C -10.212 -3.810 -18.728 -0.039
O -11.580 -6.710 -18.659 -0.235
C -10.454 -7.408 -19.356 -0.050
H -10.963 -7.139 -14.183 0.078
H -10.641 -5.433 -14.648 0.071
H -9.368 -6.580 -14.507 0.085
H -11.257 -3.526 -18.852 0.092
H -9.833 -4.190 -19.677 0.096
H -9.808 -2.850 -18.408 0.058
H -9.537 -7.341 -18.770 0.078
H -10.255 -6.996 -20.345 0.087
H -10.733 -8.461 -19.400 0.090
C -17.388 -7.599 -14.779 -0.063
O -17.818 -6.449 -15.571 -0.232
P -16.697 -5.635 -16.387 0.499
O -15.725 -4.970 -15.503 -0.222
O -16.157 -6.762 -17.497 -0.226
C -15.343 -6.297 -18.576 -0.114
O -17.493 -4.557 -17.317 -0.244
C -18.579 -4.840 -18.255 -0.056
H -16.343 -7.904 -14.826 0.068
H -17.940 -8.409 -15.255 0.096
H -17.706 -7.416 -13.752 0.083
H -14.768 -7.093 -19.049 0.090
H -14.621 -5.517 -18.338 0.072
H -15.954 -5.849 -19.360 0.078
H -19.504 -4.890 -17.680 0.086
H -18.374 -5.758 -18.805 0.081
H -18.676 -4.093 -19.043 0.088
C -14.151 -7.101 -13.634 -0.128
O -13.281 -6.059 -13.171 -0.134
H -15.050 -6.956 -13.034 0.070
H -14.455 -6.936 -14.667 0.055
H -13.781 -8.114 -13.474 0.090
H -12.874 -6.394 -12.368 0.088
```

Charge: +1
Energy relative to the best compared isomer or geometry (same formula, charge and spin) (kcal/mol): 83.47
Electronic energy (eV): -129126.155
Frontier orbital gap (eV): 10.8509
LUMO (hartree): -0.0531

=====

A cluster of 2 separate species, C2H8NS in total at a distorted geometry, computed with ωB97M-V/def2-TZVPD.

The geometry in XYZ format:
```
12
Properties=species:S:1:pos:R:3:nbo_charge:R:1
S 1.692 -2.022 -0.283 -1.049
H 1.816 -1.202 -1.273 0.078
C -1.207 2.558 0.150 -0.625
C -1.657 1.141 0.428 -0.215
N -0.539 0.166 0.161 -0.927
H -0.939 2.573 -0.930 0.207
H -1.947 3.303 0.482 0.186
H -0.151 2.763 0.548 0.201
H -2.202 1.101 1.408 0.151
H -2.326 0.974 -0.465 0.179
H -0.740 -0.583 -0.470 0.392
H 0.386 0.063 0.625 0.422
```

Charge: -1
Energy relative to the best compared isomer or geometry (same formula, charge and spin) (kcal/mol): 21.48
Electronic energy (eV): -14529.162
Frontier orbital gap (eV): 6.3357
LUMO (hartree): 0.1396

=====

A structure of composition CH14Na3O10 at a distorted geometry, computed with ωB97M-V/def2-TZVPD.

The geometry in XYZ format:
```
28
Properties=species:S:1:pos:R:3:nbo_charge:R:1
Na -1.578 1.621 -1.940 0.971
Na 0.496 2.987 1.886 0.983
Na -2.931 0.990 1.113 0.970
C -0.163 0.474 0.503 0.955
O 0.795 1.058 -0.118 -0.898
O -0.227 0.463 1.785 -0.916
O -1.234 0.099 -0.187 -1.026
O -2.564 -0.973 2.687 -0.966
H -2.417 -0.351 3.410 0.468
H -1.697 -1.010 2.242 0.505
O 2.048 0.407 3.492 -0.945
H 1.214 0.354 2.985 0.490
H 2.321 1.329 3.465 0.443
O 2.742 -0.814 -0.926 -0.976
H 2.076 -0.173 -0.628 0.481
H 3.204 -1.103 -0.132 0.479
O 3.356 2.323 0.192 -0.979
H 2.533 1.852 -0.018 0.486
H 4.011 1.617 0.248 0.485
O -0.026 -1.019 -2.593 -0.997
H 0.923 -0.931 -2.414 0.507
H -0.463 -0.807 -1.751 0.475
O -2.734 0.017 -3.323 -0.999
H -2.299 -0.740 -2.897 0.503
H -2.632 -0.166 -4.265 0.503
O -1.845 -2.773 -0.836 -0.953
H -1.685 -1.921 -0.407 0.471
H -1.222 -2.809 -1.574 0.480
```

Charge: +1
Energy relative to the best compared isomer or geometry (same formula, charge and spin) (kcal/mol): 7.57
Electronic energy (eV): -34987.168
Frontier orbital gap (eV): 7.5276
LUMO (hartree): -0.2021

=====

A cluster of 2 separate species, C22H38BBrN4O8P in total at a distorted geometry, computed with ωB97M-V/def2-TZVPD.

The geometry in XYZ format:
```
75
Properties=species:S:1:pos:R:3:lowdin_charge:R:1
C -2.372 3.576 2.342 -0.078
C -1.005 2.846 2.604 -0.223
N -0.984 1.642 1.735 -0.043
C 0.252 0.885 1.837 -0.300
C 1.321 1.093 0.640 -0.037
C 1.181 -0.186 -0.295 -0.166
C 0.975 0.291 -1.771 -0.126
C 1.618 -0.359 -2.885 -0.013
C 1.417 0.130 -4.208 -0.131
N 0.684 1.173 -4.657 0.093
C 0.063 1.734 -3.592 -0.159
C 0.122 1.405 -2.216 -0.038
N 0.167 -1.186 0.290 -0.126
C 0.812 -2.490 -0.026 -0.056
C 0.078 -3.778 0.457 -0.166
O -0.311 -4.631 -0.664 -0.049
C -0.826 -5.798 -0.047 -0.449
O -0.109 -6.658 0.345 0.159
C -2.368 -6.039 0.106 -0.119
C -2.951 -5.531 1.481 -0.079
N -1.137 -0.862 -0.147 0.047
C -1.702 -1.569 -1.305 -0.184
C -2.781 -2.677 -0.944 -0.060
C 0.157 -0.715 1.734 -0.339
B -1.109 -1.035 2.680 -0.698
O -1.121 -0.360 3.932 0.101
O -2.148 -1.930 2.450 0.133
P 1.598 -1.170 2.894 0.744
O 3.037 -1.123 1.995 -0.346
Br 1.349 -3.332 3.611 0.384
H -3.202 3.145 2.949 0.077
H -2.688 3.484 1.270 0.072
H -2.321 4.665 2.559 0.079
H -0.852 2.601 3.676 0.126
H -0.141 3.495 2.286 0.111
H -1.151 1.979 0.785 0.093
H 0.818 1.193 2.740 0.127
H 1.241 2.091 0.153 0.098
H 2.285 1.190 1.203 0.125
H 2.251 -0.516 -0.317 0.148
H 2.266 -1.239 -2.711 0.118
H 1.946 -0.431 -5.014 0.121
H -0.588 2.603 -3.852 0.123
H -0.442 2.002 -1.472 0.108
H 0.920 -2.588 -1.138 0.143
H 1.860 -2.568 0.348 0.136
H -0.814 -3.611 1.103 0.097
H 0.801 -4.401 1.043 0.088
H -2.510 -7.144 0.087 0.124
H -2.873 -5.547 -0.754 0.096
H -3.152 -6.388 2.167 0.086
H -2.316 -4.792 2.015 0.057
H -3.939 -5.048 1.300 0.079
H -1.289 0.131 -0.297 0.119
H -0.989 -1.967 -2.060 0.117
H -2.302 -0.809 -1.873 0.129
H -3.815 -2.338 -1.194 0.086
H -2.712 -3.021 0.109 0.050
H -2.594 -3.581 -1.578 0.068
H -0.931 -1.068 4.578 0.117
H -3.009 -1.476 2.451 0.137
H 3.729 -1.607 2.483 0.066
C 3.298 6.081 -2.873 -0.014
C 3.007 5.107 -1.756 -0.327
C 1.635 4.506 -1.818 -0.118
O 1.360 4.197 -0.464 0.011
C 2.061 5.103 0.287 -0.534
O 1.891 5.281 1.449 0.172
O 2.969 5.769 -0.480 0.100
H 4.283 6.530 -2.741 0.093
H 3.266 5.584 -3.844 0.095
H 2.577 6.901 -2.872 0.096
H 3.784 4.337 -1.714 0.162
H 1.604 3.606 -2.429 0.116
H 0.873 5.209 -2.167 0.150
```

Charge: +1
Electronic energy (eV): -125771.554
Frontier orbital gap (eV): 9.1607
LUMO (hartree): -0.1079

=====

The highest electronic energy belongs to which entry? C2H8NS